1.
This record from the Open Molecules 2025 dataset describes a 2-piece molecular cluster, C2H2N2O3 overall. The level of theory is the ωB97M-V functional and the def2-TZVPD basis.

Values from the calculation:
HOMO (alpha / beta) ... -0.4257 / -0.4260 Ha
Spin multiplicity ... 1
Gap between HOMO and LUMO (alpha / beta) ... 7.9 / 7.9 eV
Electronic energy ... -412.36460 Ha
Charge ... 0

Last column: Mulliken charge in e.
Positions of all 9 atoms, in Å:
C 0.9591 -1.2185 -0.2679  0.371
C 0.1020 -0.0991 -0.5276  -0.381
N 1.7150 -2.0450 -0.0530  -0.272
N 0.3672 1.2452 -0.0101  0.970
O 1.4857 1.4994 0.4068  -0.513
O -0.5541 2.0200 -0.1153  -0.492
O -1.4172 -0.3620 1.1929  -0.508
H -0.5654 -0.2965 -1.2374  0.514
H -2.0922 -0.7437 0.6115  0.312


2.
This record from the Open Molecules 2025 dataset describes a 2-piece molecular cluster, ClH4N2OP overall. The level of theory is the ωB97M-V functional and the def2-TZVPD basis.

Values from the calculation:
HOMO ... -0.3283 Ha
Spin multiplicity ... 1
Gap between HOMO and LUMO ... 8.2 eV
Electronic energy ... -988.73162 Ha
Charge ... 0

Last column: Mulliken charge in e.
Positions of all 9 atoms, in Å:
N -1.2958 0.2477 0.3545  -0.248
N 1.2166 -0.3811 -0.3622  -0.217
O -0.9643 -0.6947 -2.0699  -0.529
P -0.3630 -0.3239 -0.8191  0.904
Cl 1.1653 1.0156 2.0861  -0.791
H -2.2236 0.5588 0.0390  0.306
H -0.8841 0.6126 1.1530  0.153
H 1.5596 -0.0257 0.5338  0.139
H 1.7892 -1.0094 -0.9153  0.284


3.
This record from the Open Molecules 2025 dataset describes C29H39N21S3SiZr as an isolated structure. The level of theory is the ωB97M-V functional and the def2-TZVPD basis.

Values from the calculation:
HOMO ... -0.2758 Ha
Spin multiplicity ... 1
Gap between HOMO and LUMO ... 6.5 eV
Electronic energy ... -3809.57597 Ha
Charge ... 0

Last column: Mulliken charge in e.
Positions of all 94 atoms, in Å:
Zr -0.2614 0.6518 -0.0681  -0.768
S 1.3577 0.3728 1.8670  -0.543
C 2.8185 0.1576 0.9022  0.443
N 3.9392 -0.2684 1.4070  -0.406
N 3.9476 -0.6235 2.6616  0.361
C 5.1039 -1.1160 3.2765  0.571
C 6.3125 -1.2064 2.5919  -0.337
C 7.4303 -1.6987 3.2447  -0.516
C 7.3613 -2.1017 4.5716  -0.530
C 6.1523 -2.0073 5.2467  -0.530
C 5.0277 -1.5179 4.6058  -0.445
N 2.9537 0.4440 -0.4365  -1.190
N 1.9336 0.7401 -1.0934  1.688
C 2.1769 1.0309 -2.4676  -0.032
C 1.2004 1.7353 -3.1585  0.434
C 1.3790 2.0507 -4.4964  -0.884
C 2.5319 1.6509 -5.1507  -0.636
C 3.5090 0.9420 -4.4600  -0.667
C 3.3415 0.6325 -3.1221  -0.882
H 3.0746 -0.5923 3.1828  0.185
H 6.3612 -0.8906 1.5595  0.404
H 8.3672 -1.7666 2.7072  0.357
H 8.2394 -2.4848 5.0735  0.374
H 6.0822 -2.3180 6.2810  0.352
H 4.0828 -1.4470 5.1335  0.356
H 0.3054 2.0662 -2.6461  0.702
H 0.6156 2.6115 -5.0205  0.463
H 2.6748 1.8909 -6.1965  0.409
H 4.4100 0.6285 -4.9712  0.409
H 4.0944 0.0836 -2.5746  0.544
N -0.8694 2.5482 2.8184  -0.010
N -1.3482 2.8819 4.0929  -0.578
C -1.7448 1.9347 4.9829  0.441
N -2.0060 2.4375 6.2145  -0.445
S -1.9824 0.3236 4.6458  -0.365
H 0.1479 2.4683 2.8236  0.237
H -1.0878 3.3220 2.1994  0.184
H -1.0020 3.7488 4.4834  0.263
H -1.7364 3.3687 6.4818  0.183
H -2.2182 1.7728 6.9363  0.218
N -0.8471 3.9673 -1.6820  0.045
C -1.9127 3.1058 -1.6749  -0.026
N -3.0541 3.3167 -2.2990  -0.777
N -3.7878 2.2230 -2.0328  -0.737
N -3.1416 1.4031 -1.2855  -0.076
N -1.9082 1.9281 -1.0374  0.980
C 0.0938 3.9412 -0.6764  -0.116
N 0.8366 4.9823 -0.3740  -0.541
N 1.6030 4.5614 0.6468  -0.816
N 1.3469 3.3413 0.9434  -0.555
N 0.3601 2.8856 0.1111  1.771
H -0.9990 4.8685 -2.1073  0.293
C 0.9866 -5.2776 -4.0628  -1.165
Si 0.9740 -4.3313 -2.4438  0.363
C 0.1574 -5.3505 -1.1079  -1.068
C 2.7346 -3.8791 -1.9870  -0.964
C -0.0260 -2.7559 -2.7411  0.040
C -0.6710 -2.4741 -3.9360  0.196
C -1.3548 -1.2749 -4.1358  -1.566
C -1.3559 -0.3470 -3.1258  -0.375
N -0.7501 -0.5860 -1.9529  0.852
C -0.1297 -1.7711 -1.7456  0.444
S 0.4837 -1.8254 -0.1278  -0.051
H 1.5995 -6.1755 -3.9445  0.329
H 1.4156 -4.6960 -4.8818  0.320
H -0.0150 -5.6012 -4.3572  0.319
H 0.7041 -6.2841 -0.9492  0.351
H -0.8705 -5.6019 -1.3780  0.329
H 0.1351 -4.8038 -0.1632  0.335
H 3.4011 -4.7335 -2.1298  0.393
H 2.8061 -3.5636 -0.9449  0.285
H 3.1054 -3.0621 -2.6119  0.284
H -0.6399 -3.1975 -4.7435  0.446
H -1.8607 -1.0647 -5.0670  0.441
H -1.8503 0.6082 -3.2382  0.456
C -5.8739 2.5182 1.0525  -1.129
C -6.4531 1.1057 1.0722  0.908
C -6.5910 0.5341 -0.3373  -1.323
C -5.6421 0.1781 1.9771  -1.447
N -4.2834 -0.0633 1.5005  1.013
C -3.1882 0.6550 1.6819  -1.280
N -2.2042 0.0336 1.0785  0.003
N -2.7281 -1.0889 0.5168  -0.010
N -3.9763 -1.1405 0.7523  -0.836
H -6.5332 3.1850 0.4959  0.430
H -4.9081 2.5373 0.5438  0.008
H -5.7569 2.9204 2.0624  0.368
H -7.4439 1.1460 1.5350  0.302
H -5.6311 0.5307 -0.8556  0.125
H -7.2750 1.1493 -0.9232  0.425
H -6.9774 -0.4867 -0.3143  0.379
H -6.1131 -0.8010 2.0437  0.402
H -5.5579 0.5927 2.9818  0.415
H -3.1085 1.5624 2.2504  0.995


Record order is preserved below.
Energy relative to the best compared isomer or geometry (same formula, charge and spin): 7.793 1.614 0.000 eV